The following is a quantum chemistry calculation of one molecule with the formula C3H3ClF2, from OMol25.

```
9
Properties=species:S:1:pos:R:3:forces:R:3
F 1.457601 -1.541289 -1.507387 -0.883 -0.417 0.738
C 0.597513 -1.179658 -0.520683 0.788 2.299 0.011
C 0.350352 0.114087 -0.360550 1.267 1.026 -0.646
C -0.454975 0.769277 0.705917 -1.734 0.056 -1.721
F -0.841213 -0.162552 1.612512 0.580 0.644 0.793
Cl -2.055438 1.212166 -0.152998 0.226 0.159 0.163
H 0.295104 -1.833204 0.246961 -0.130 -1.659 0.109
H 0.833642 0.804643 -1.067511 -0.392 -0.271 0.246
H -0.182587 1.816530 1.043739 0.278 -1.837 0.308
```
Positions in Å, forces in eV/Å.

## Properties
* HOMO-LUMO gap: 10.85 eV
* ΔE to the lowest compared entry with this formula, charge and spin: 20.4 kcal per mole
* molecular weight: 112.51 Da
* E_tot: -21115.671 eV
* SMILES: F/C=C/[C@H](F)Cl


The following is a quantum chemistry calculation of a 2-piece molecular cluster, C3H3ClFN overall, from OMol25.

```
9
Properties=species:S:1:pos:R:3:forces:R:3
C 0.295563 1.563574 -1.749766 1.078 -0.094 -0.935
C -0.568091 -0.268363 1.488793 -0.351 -0.796 2.006
C -0.703906 -0.322156 0.201507 -2.260 1.959 -1.837
N 1.375378 1.426428 -2.092854 0.814 -0.076 0.253
F 0.110190 -1.181796 2.229558 0.947 -0.773 0.485
Cl 0.116209 -1.700942 -0.657531 1.967 0.102 1.512
H -0.725675 1.641272 -1.726254 -1.830 0.235 0.618
H 1.223159 -1.500697 0.082671 -0.717 -0.821 -0.952
H -1.122826 0.342680 2.223877 0.351 0.264 -1.149
```
Positions in Å, forces in eV/Å.

## Properties
* HOMO-LUMO gap: 8.91 eV
* ΔE to the lowest compared entry with this formula, charge and spin: 130.4 kcal per mole
* molecular weight: 107.52 Da
* E_tot: -19883.525 eV


The following is a quantum chemistry calculation of C3H3ClN2 as an isolated structure, from OMol25.

```
9
Properties=species:S:1:pos:R:3:forces:R:3
C -1.006865 -0.336277 0.626950 0.338 -1.712 -3.123
C -1.164074 -0.915480 -0.653689 0.384 0.871 0.917
C 0.689937 -0.781326 -0.116597 -0.424 0.427 0.486
N 0.325794 -0.207765 0.934275 1.740 0.513 0.971
N 0.186562 -1.079496 -1.200065 -1.324 -0.620 -1.167
Cl 2.868705 1.739076 -0.858239 1.207 -0.403 0.060
H -1.730908 -0.264260 1.332393 -1.939 0.652 2.068
H -2.131218 -1.178661 -1.119916 1.238 -0.082 -0.156
H 4.140672 1.374664 -0.806613 -1.221 0.353 -0.056
```
Positions in Å, forces in eV/Å.

## Properties
* HOMO-LUMO gap: 8.23 eV
* ΔE to the lowest compared entry with this formula, charge and spin: 95.4 kcal per mole
* molecular weight: 102.52 Da
* E_tot: -18657.850 eV


The following is a quantum chemistry calculation of one molecule with the formula C3H3ClN2O, from OMol25.

```
10
Properties=species:S:1:pos:R:3:forces:R:3
O -0.325351 -1.039906 1.669177 4.473 -2.865 0.602
C -0.309820 -0.490362 0.420698 -0.600 -0.238 1.709
C -0.648748 0.796400 0.311219 -0.799 5.593 1.279
N -0.237392 1.212975 -0.924361 -0.839 2.661 1.247
N 0.374785 0.312814 -1.528086 1.585 -6.068 -3.251
C 0.179467 -0.901779 -0.823310 0.879 4.007 0.784
Cl 1.204688 -2.227712 -0.687851 0.867 -1.130 -1.178
H 0.733167 -1.506414 1.871275 -4.791 1.937 -1.189
H -0.802500 1.676594 1.061785 -0.228 -2.374 -1.200
H -0.168297 2.167389 -1.370547 -0.547 -1.522 1.196
```
Positions in Å, forces in eV/Å.

## Properties
* HOMO-LUMO gap: 9.61 eV
* ΔE to the lowest compared entry with this formula, charge and spin: 68.6 kcal per mole
* molecular weight: 118.52 Da
* E_tot: -20706.566 eV
* SMILES: Oc1c[nH]nc1Cl